(1)
The following is a DFT calculation (ωB97M-V with the def2-TZVPD basis set) of 5 unconnected molecules or ions with the total composition C20H40O10S5.

HOMO energy	-10.3	eV
Kohn-Sham gap	10.603	eV
LUMO	0.33	eV
SMILES	O=S1(=O)CCCC1.O=S1(=O)CCCC1.O=S1(=O)CCCC1.O=S1(=O)CCCC1.O=S1(=O)CCCC1

Geometry (Å):
C 2.14369 2.85340 3.08174
C 1.90512 1.79057 2.01182
C 3.18909 1.74321 1.20932
S 3.69629 3.45385 1.01479
O 3.05161 4.07238 -0.10511
O 5.13038 3.53459 1.15371
C 2.88012 4.04851 2.49226
H 2.82885 2.40923 3.81397
H 1.24223 3.09978 3.63770
H 1.07053 2.04170 1.34836
H 1.68362 0.82396 2.46552
H 3.22666 1.24689 0.24058
H 3.98313 1.29161 1.81159
H 2.25083 4.87195 2.15606
H 3.64969 4.44779 3.14762
C 2.74437 4.25913 -3.57043
C 2.24629 2.89988 -4.09387
C 1.22445 2.33976 -3.11887
S 0.38626 3.74227 -2.40114
O 0.25273 3.60847 -0.98068
O -0.78191 3.98314 -3.20723
C 1.63751 4.95710 -2.80015
H 3.07550 4.87903 -4.39960
H 3.56474 4.06062 -2.88324
H 3.09610 2.22342 -4.20278
H 1.81261 2.96142 -5.09399
H 1.66349 1.75533 -2.30479
H 0.46748 1.68985 -3.54679
H 2.02407 5.31067 -1.84651
H 1.14447 5.76879 -3.32796
C 1.13887 -3.35178 3.17781
C 2.39107 -2.49619 3.43726
C 3.57716 -3.39471 3.15374
S 3.15387 -4.17035 1.59585
O 3.72101 -5.49176 1.53194
O 3.36766 -3.28127 0.48627
C 1.38943 -4.24111 1.96967
H 0.23109 -2.76028 3.06502
H 0.99761 -4.00001 4.04501
H 2.38553 -2.14568 4.46884
H 2.43330 -1.61010 2.79740
H 3.58013 -4.24934 3.83486
H 4.56391 -2.94719 3.08510
H 1.12601 -5.28760 2.10917
H 0.90380 -3.95352 1.03503
C -5.84649 -0.66228 0.08385
C -6.58767 -0.57882 -1.24956
C -6.04867 -1.70554 -2.10286
S -5.80196 -3.08823 -0.94202
O -4.42107 -3.49196 -1.10696
O -6.86263 -4.05385 -1.03120
C -5.99946 -2.10232 0.55645
H -6.24508 0.02164 0.83232
H -4.78060 -0.44743 -0.00884
H -6.43265 0.40075 -1.70067
H -7.65547 -0.71460 -1.06841
H -5.03863 -1.50662 -2.45399
H -6.70772 -2.05470 -2.89279
H -5.25708 -2.46515 1.26528
H -6.99625 -2.34837 0.92144
C 0.31875 -1.86427 -1.16123
C -0.91316 -1.43927 -1.97172
C -2.03255 -1.31051 -0.95579
S -1.31996 -0.52273 0.47132
O -1.64502 -1.26647 1.65632
O -1.56239 0.88712 0.44012
C 0.37225 -0.90103 0.03306
H 1.21523 -1.71668 -1.76093
H 0.24154 -2.90628 -0.85373
H -1.24141 -2.14396 -2.73318
H -0.68646 -0.47480 -2.42282
H -2.34727 -2.30426 -0.63033
H -2.93351 -0.79241 -1.27490
H 0.92650 -1.25010 0.90026
H 0.83846 0.01576 -0.33337


(2)
The following is a DFT calculation (ωB97M-V with the def2-TZVPD basis set) of a molecular structure, C4H7NO2.

HOMO energy	-8.5	eV
Kohn-Sham gap	9.270	eV
LUMO	0.75	eV

Geometry (Å):
C -1.13989 -1.14428 0.00307
C -0.18100 -0.05108 -0.31237
N -0.25522 1.22017 0.09141
O -1.32131 1.48574 0.94890
C 1.08517 -0.09983 -1.04002
C 1.75715 -0.00086 0.29175
O 2.15002 -0.96193 -0.69220
H -1.88583 -1.19623 -0.79909
H -0.61468 -2.10375 0.03187
H -1.66056 -0.96065 0.94497
H -1.58335 2.38329 0.70433
H 1.30935 0.68122 -1.76160
H 1.04391 1.28632 0.45027
H 1.29623 -0.53813 1.13870


(3)
The following is a DFT calculation (ωB97M-V with the def2-TZVPD basis set) of a single C3H6N2OS molecule at a distorted geometry.

HOMO energy	-9.3	eV
Kohn-Sham gap	10.036	eV
LUMO	0.73	eV
SMILES	N/C=N\CC(=O)S

Geometry (Å):
C 1.33232 -0.47650 -0.56612
C -0.41347 -0.49651 0.88558
C -1.29309 0.55172 0.24802
H 0.96912 1.50769 -0.16652
H 2.42429 1.04016 -1.01611
H 2.05558 -0.92747 -1.29967
H 0.11067 0.03065 1.71127
H -1.05466 -1.18969 1.41472
H -2.48654 -1.36335 -0.35837
N 1.70540 0.82012 -0.36916
N 0.37876 -1.17413 -0.07664
O -0.91881 1.71369 0.13164
S -2.80956 -0.03635 -0.53864


(4)
The following is a DFT calculation (ωB97M-V with the def2-TZVPD basis set) of a molecular structure, C20H20CdClN2O3S3.

HOMO energy	-11.2	eV
total charge	+1
Kohn-Sham gap	8.068	eV
LUMO	-3.08	eV

Geometry (Å):
Cd 0.57142 -0.23394 -0.68983
C 4.10851 -0.49997 0.54886
C 4.21091 0.80355 -0.23302
S 2.87458 1.11285 -1.42601
C 2.37297 2.79228 -0.98314
C 1.85357 3.02647 0.43350
S 0.49080 1.93694 0.92001
C 1.05207 1.25847 2.50767
C 2.42928 0.60412 2.54965
S 2.57759 -0.82702 1.44853
H 4.95627 -0.55608 1.23296
H 4.19780 -1.35331 -0.12621
H 5.14622 0.79768 -0.79254
H 4.25053 1.66219 0.43589
H 1.60737 3.05051 -1.71719
H 3.22013 3.45318 -1.16973
H 1.48507 4.05089 0.48964
H 2.65214 2.94172 1.16791
H 0.27540 0.53749 2.76902
H 1.00902 2.06197 3.24369
H 2.60552 0.26846 3.57182
H 3.21562 1.32211 2.32096
Cl -5.07664 -4.98283 3.25012
C -3.67330 -4.21152 2.59489
C -2.48502 -4.91841 2.48235
C -1.35684 -4.30458 1.95814
C -1.41850 -2.98889 1.54414
O -0.29623 -2.35948 1.05816
C -2.61282 -2.26466 1.65995
C -2.78096 -0.85833 1.26997
O -1.97254 -0.13531 0.71616
C -3.74110 -2.89251 2.19063
H -2.44790 -5.95178 2.79815
H -0.42698 -4.84629 1.85654
H -3.80679 -0.48194 1.43156
H -4.66983 -2.34504 2.28941
N -4.74599 3.05665 -2.66700
C -3.71504 2.61472 -2.90929
C -2.42662 2.05365 -3.20661
C -1.92457 2.03321 -4.50270
C -0.67629 1.47604 -4.71939
C 0.01855 0.95945 -3.64145
N -0.46561 0.97746 -2.39268
C -1.66783 1.51110 -2.17612
H -2.50505 2.44397 -5.31735
H -0.24697 1.43482 -5.70961
H 0.99479 0.50982 -3.77654
H -2.03430 1.49759 -1.15719
O -0.78174 -3.01091 -1.06055
C -0.22067 -2.22659 -0.36611


(5)
The following is a DFT calculation (ωB97M-V with the def2-TZVPD basis set) of a molecular structure, C13H26N6O6STi at a distorted geometry.

HOMO energy (alpha / beta)	-9.9 / -9.6	eV
total charge	+1
Kohn-Sham gap (alpha / beta)	4.991 / 4.569	eV
multiplicity	2
LUMO (alpha / beta)	-4.93 / -5.05	eV
⟨S²⟩	1.002

Geometry (Å):
O 0.06617 -1.03563 -4.07626
H 0.05941 -0.96115 -5.06065
Ti 0.60024 0.22048 -0.68630
N 1.82422 -1.50018 -1.36533
N -0.56118 -1.64553 -0.41942
N 0.88753 2.32974 -0.53298
N -1.13606 1.13054 0.30591
O 3.03093 -1.33193 -1.64844
O 2.00028 3.03510 -1.02603
O -2.08330 0.47512 1.02766
O -1.65248 -1.83112 0.30830
C -0.03292 -2.81670 -0.89307
C 1.22542 -2.71185 -1.51794
C -0.01795 3.14029 0.01197
C -1.14940 2.46970 0.53604
C 1.93017 -3.76352 -2.28168
H 1.83307 -3.56397 -3.35806
H 1.49509 -4.74102 -2.06173
H 2.99384 -3.75821 -2.02432
C -0.77929 -4.06950 -0.63726
H -1.79135 -3.99635 -1.04901
H -0.84421 -4.29025 0.43780
H -0.28279 -4.92140 -1.10914
C 0.27960 4.58676 0.09954
C -2.11970 3.10563 1.46733
H 0.75639 4.91391 -0.83109
H 0.96610 4.80639 0.93903
H -0.65602 5.14003 0.26090
H -2.89254 2.41551 1.81378
H -2.58799 3.95657 0.95828
H -1.60828 3.52217 2.34793
H 2.50689 2.37549 -1.49467
H -1.94092 -0.55717 0.69839
C -1.41760 -0.14391 -2.84154
H -1.42447 -0.77806 -3.73646
H -1.29330 0.90649 -3.16264
H -2.29992 -0.29220 -2.20003
O 1.22702 0.63076 -2.38845
H 0.51041 -0.29100 -3.52476
H 1.01519 1.41851 -2.91680
C 0.13363 -1.98056 3.07016
N 0.19610 -0.52827 3.19341
C -0.43916 0.23210 4.15614
C -0.12544 1.51972 3.94451
N 0.71968 1.55001 2.85302
C 0.94223 0.28389 2.40807
S 1.90832 -0.16469 1.06302
H -0.54457 -2.27140 2.25677
H 1.13365 -2.37996 2.86850
H -0.24832 -2.37932 4.01589
H -1.07458 -0.24106 4.89919
H -0.41994 2.42652 4.46092
H 1.18206 2.35446 2.44163


(6)
The following is a DFT calculation (ωB97M-V with the def2-TZVPD basis set) of a single C4H6N2 molecule at a distorted geometry.

HOMO energy	-9.9	eV
Kohn-Sham gap	10.384	eV
LUMO	0.44	eV
SMILES	C[C@H]1C=NC=N1

Geometry (Å):
C 0.63210 -0.17756 -1.29766
N -0.24303 -1.14141 0.44182
C 0.67222 -0.02375 0.29506
C -0.06937 1.09552 0.98585
N -1.29303 0.75689 1.20315
C -1.34914 -0.58434 0.75744
H 1.07538 0.69695 -1.74578
H 1.20130 -1.08605 -1.53559
H -0.37022 -0.34680 -1.72813
H 1.72257 -0.13516 0.59767
H 0.31867 2.03964 1.37871
H -2.29745 -1.09393 0.64746


(7)
The following is a DFT calculation (ωB97M-V with the def2-TZVPD basis set) of a single CH4SSi molecule at a distorted geometry.

HOMO energy	-8.6	eV
Kohn-Sham gap	7.983	eV
LUMO	-0.63	eV
SMILES	[SiH3]C=S

Geometry (Å):
C 0.79234 -0.62582 0.48290
Si -0.53389 0.52468 -0.46046
S 0.54872 -1.19998 1.98442
H 1.81922 -0.74789 -0.03572
H -1.76137 0.36740 0.57547
H -0.87270 -0.15215 -1.90187
H 0.00767 1.83375 -0.64475


Energy above the lowest of the compared OMol25 structures with the same formula, charge and spin for every record listed, in sequence, given in eV: 0.000; 8.296; 1.446; 0.138; 3.958; 1.712; 1.369.